[1]
Computed, not measured: a structure of composition C15H30OS3ScSi, with ωB97M-V with the def2-TZVPD basis set.

Geometry as XYZ:
```
51
Properties=species:S:1:pos:R:3:forces:R:3
H 3.675182 0.509275 -0.130424 -0.1 -0.1 0.0
H -0.581120 2.537513 1.486935 -0.2 -0.1 0.0
H 2.816064 2.018725 -1.896991 -0.1 0.0 0.0
H 2.708787 2.498589 0.493507 -0.1 0.0 0.0
H -2.336732 2.743864 1.383028 0.1 -0.1 0.0
H 1.497876 1.757087 1.550679 0.0 0.0 -0.1
Sc -0.192598 -1.250467 2.159440 -0.6 -1.8 -0.5
H 1.909525 0.694681 -2.635593 0.0 0.1 0.1
H -3.142882 0.362985 -1.259919 0.0 0.0 0.0
H -1.812347 0.134880 -2.990267 0.0 0.0 0.0
H 1.082705 2.196290 -2.212587 0.0 0.0 0.0
C -0.863064 -0.398948 -3.064940 0.0 -0.1 -0.1
C -0.496568 -1.124324 -1.761637 0.0 -0.1 0.0
H -1.468977 2.147868 -2.198876 0.0 0.1 0.1
H -1.667496 1.262542 2.047211 0.0 -0.1 0.0
H -2.579239 -1.613433 -1.199620 0.1 -0.1 0.0
C 1.849211 1.488660 -1.886159 0.1 0.0 0.0
C 1.509679 -0.806251 3.469650 -0.3 0.0 -0.5
H 2.347332 -0.111701 5.311682 0.1 0.0 0.1
C 1.575145 0.930042 -0.482679 0.0 0.0 0.0
H 1.571944 -1.424357 -2.447908 0.0 0.0 0.0
O 0.389523 -0.327213 3.803776 0.4 0.9 1.3
H 2.595835 -0.476189 0.861033 0.0 0.0 0.1
S -2.642860 -5.116882 1.834522 0.1 0.1 0.0
H -0.969094 -1.134620 -3.878315 0.0 0.1 0.1
H 1.000700 2.905678 0.302087 0.1 -0.1 0.0
C 2.718914 -0.038952 -0.130769 0.1 0.1 -0.1
C 1.688077 2.086514 0.522051 0.1 0.1 0.0
S -2.524134 -2.219204 2.515490 0.3 0.1 -0.1
H -0.576446 3.142430 -1.043920 0.0 0.0 0.0
C 0.736209 -1.997123 -2.038521 0.0 -0.1 -0.1
H 3.269990 -1.410870 4.468512 0.0 0.0 0.0
H -1.379190 -2.699680 -0.508512 0.0 0.0 -0.1
H 1.078516 -2.518337 -1.137820 0.0 0.0 0.0
H -3.716719 1.488386 -0.027260 0.1 -0.1 0.0
H -1.780790 -2.813169 -2.224916 0.0 0.1 0.1
S 0.003984 -3.780484 2.174305 -0.1 0.4 -0.2
H 2.814504 -0.859361 -0.840753 0.0 0.0 0.0
H -3.064181 -0.089184 0.446520 0.0 0.0 0.0
C -1.626215 -2.105912 -1.393898 0.0 -0.1 -0.2
C -1.555708 1.396467 -0.138731 -0.1 0.1 0.0
C 2.661235 -0.515409 4.347119 0.2 0.1 0.2
Si -0.156138 0.031062 -0.237349 0.2 0.3 -0.2
H -0.098985 0.322166 -3.371715 -0.1 -0.1 0.0
C -1.516474 2.017446 1.270011 0.0 0.2 -0.1
C -1.753437 -3.760907 2.149966 -0.1 -0.1 0.1
H 3.280977 0.221132 3.821643 0.0 -0.1 0.0
C -1.470505 2.528056 -1.172580 -0.1 0.0 0.0
C -2.941014 0.740107 -0.257047 -0.1 0.1 0.0
H -2.341361 3.196897 -1.068963 0.1 -0.1 0.0
H 0.472359 -2.766369 -2.780500 0.0 0.1 0.1
```
Positions in Å, forces in eV/Å.

HOMO-LUMO gap: 7.016 eV
maximum force: 0.03803 hartree/bohr
total charge: -1
energy above the lowest of the compared OMol25 structures with the same formula, charge and spin: 0.200 eV
LUMO level: 2.56 eV

Atom charges from the Mulliken analysis, given in e for atoms 1 to 6:
1. H 0.5087
2. H 0.2974
3. H 0.5221
4. H 0.5970
5. H 0.5102
6. H 0.2369

***

[2]
Computed, not measured: a cluster of 3 separate species, C3H12N2O3 in total, with ωB97M-V with the def2-TZVPD basis set.

Geometry as XYZ:
```
20
Properties=species:S:1:pos:R:3:forces:R:3
O -1.874572 -1.582601 1.292748 0.4 -0.8 -1.4
H -1.582117 0.321759 0.377577 0.0 -0.2 -0.1
H 1.655065 -1.385731 -0.084950 0.0 0.0 0.0
C 1.324625 -0.701293 -0.865332 0.0 0.2 0.1
C 1.194143 0.710036 -0.309088 0.0 -0.1 0.0
N 0.747687 0.009923 1.913736 0.0 0.1 -0.3
O 0.252605 0.757036 0.784524 0.2 -0.2 0.2
H 0.364014 -1.039260 -1.257552 0.0 0.0 0.0
H 0.539295 2.684747 -0.895320 0.0 0.0 0.0
H 0.687307 0.666087 2.688290 0.0 0.0 -0.1
H -1.848070 -1.845936 0.152395 0.0 0.1 2.8
H 1.353064 1.769332 -2.175412 0.0 0.0 0.0
C 0.660533 1.695590 -1.336777 0.1 -0.1 0.2
H 2.162633 1.048860 0.076555 -0.1 0.0 0.0
H 2.057113 -0.719126 -1.673559 0.0 0.0 0.0
H -2.722786 -1.872050 1.657125 0.1 -0.2 -0.1
H 0.044836 -0.711178 2.069815 0.0 0.1 0.0
H -0.304537 1.358612 -1.718615 0.0 0.0 0.0
N -2.468462 -0.185668 0.161014 0.1 -0.6 -1.9
O -2.242376 -0.979139 -0.857176 -0.5 1.7 0.7
```
Positions in Å, forces in eV/Å.

HOMO-LUMO gap: 9.085 eV
maximum force: 0.05401 hartree/bohr
energy above the lowest of the compared OMol25 structures with the same formula, charge and spin: 7.157 eV
SMILES: CC(C)ON.N=O.O
LUMO level: -0.19 eV

Atom charges from the Mulliken analysis, given in e for atoms 1 to 6:
1. O -0.6817
2. H 0.5348
3. H 0.3863
4. C -1.3531
5. C 0.6807
6. N -0.6175

***

Q: Which value of LUMO level does entry 1 give?
A: 2.56 eV